Entry 1:
Formula: C12H25BN3O5
Source: OMol25
Level of theory: wB97M-V/def2-TZVPD

Output
**E_LUMO**: 2.8 eV
**Strongest force on any atom**: 2.38 eV/A
**Charge**: -1
**Energy relative to the best compared isomer or geometry (same formula, charge and spin)**: 8.6 kcal/mol
**Gap between HOMO and LUMO**: 7.866 eV
**Energy**: -1037.57348 hartree
**Molecular weight**: 302.2 Da

Last column: natural (NBO) charge in e.
CARTESIAN COORDINATES (ANGSTROEM)
C: 2.32910 1.37427 4.07905  -0.3455
C: 1.75376 0.53033 3.44338  0.1419
N: 0.77213 -0.31389 2.98038  -0.6250
C: 0.12685 0.16389 1.72697  -0.3920
C: -1.08596 1.06236 1.96322  -0.4646
C: -0.81389 2.30869 2.78424  0.1542
N: -1.01234 2.34948 4.02998  -0.6415
B: 1.24215 0.84753 0.79211  1.2724
O: 2.23989 0.06325 0.22243  -0.9517
N: 1.24808 2.29077 0.44508  -0.8020
C: 2.45531 2.96694 0.99443  -0.4088
C: 1.38657 2.35616 -1.04061  -0.4024
C: -0.34923 -1.06084 0.90749  0.7852
O: -1.14647 -0.83521 -0.02193  -0.7743
O: 0.05674 -2.17149 1.22478  -0.7780
H: 2.87318 2.15190 4.53205  0.2247
H: 1.24029 -1.20350 2.81870  0.4137
H: -1.88743 0.49592 2.44114  0.2108
H: -1.44687 1.38034 0.98615  0.2530
H: -0.40776 3.20709 2.32780  0.1745
H: -1.36065 1.44404 4.34761  0.3186
H: 2.67790 -0.47715 0.88475  0.5008
H: 2.14026 3.52384 1.88220  0.1930
H: 3.23755 2.26751 1.29365  0.1892
H: 2.79727 3.70674 0.27348  0.1861
H: 1.15253 3.35924 -1.39424  0.1890
H: 2.43553 2.17012 -1.30739  0.1667
H: 0.78977 1.59597 -1.53537  0.2131
C: -1.18662 -5.35736 -1.29841  -0.6408
C: -1.30749 -6.07150 0.03370  -0.0546
O: -0.08608 -5.99635 0.75656  -0.7395
H: -0.38477 -5.79670 -1.89534  0.1972
H: -2.11911 -5.41600 -1.86519  0.1962
H: -0.93489 -4.30533 -1.14548  0.2378
H: -1.53568 -7.12833 -0.11582  0.1551
H: -2.10629 -5.62760 0.63763  0.1580
H: 0.10516 -5.05929 0.89657  0.4881
C: -1.90720 1.20626 -4.91526  -0.6308
C: -1.48906 1.71396 -3.54734  -0.0695
O: -0.35462 2.57595 -3.64533  -0.7204
H: -1.08502 0.66755 -5.38802  0.2099
H: -2.76723 0.53893 -4.83887  0.2124
H: -2.16929 2.03944 -5.57422  0.1843
H: -1.21004 0.88363 -2.90011  0.2091
H: -2.31010 2.25963 -3.07115  0.1533
H: -0.59596 3.31882 -4.20547  0.4528

Entry 2:
Formula: C12H25CaN5O6
Source: OMol25
Level of theory: wB97M-V/def2-TZVPD

Output
**E_LUMO (alpha / beta)**: -0.9 / -0.9 eV
**Strongest force on any atom**: 3.27 eV/A
**Gap between HOMO and LUMO (alpha / beta)**: 5.276 / 5.277 eV
**Energy**: -1874.83509 hartree
**Molecular weight**: 375.4 Da

Last column: natural (NBO) charge in e.
CARTESIAN COORDINATES (ANGSTROEM)
O: -0.41801 0.57334 -5.44209  -0.7176
H: -0.97556 0.16831 -6.12618  0.4590
Ca: -0.34923 0.20988 -0.39293  1.6959
N: -0.08079 1.95425 0.96996  -0.3098
N: 1.15612 1.30625 -1.43673  -0.2667
N: -1.56169 -0.90238 1.09496  -0.2594
N: -0.63360 -1.59211 -1.43248  -0.2438
O: -0.75963 2.08654 2.10076  -0.7161
O: -1.89970 -0.48857 2.42488  -0.5642
O: -0.02687 -1.80159 -2.70289  -0.5296
O: 1.74469 0.59314 -2.36072  -0.6559
C: 1.59643 2.34192 -0.73482  0.0787
C: 0.94599 2.70443 0.54606  0.1239
C: -1.71193 -2.14924 0.68858  0.2170
C: -1.14184 -2.53215 -0.67443  0.2167
C: 1.30599 3.83944 1.39911  -0.6663
H: 1.54580 3.44424 2.38562  0.2288
H: 0.42094 4.47182 1.47681  0.2355
H: 2.13615 4.37549 0.96954  0.2093
C: 2.70067 3.04171 -1.40397  -0.6615
H: 2.37288 3.25112 -2.42321  0.2287
H: 3.53968 2.34949 -1.44380  0.2303
H: 2.93176 3.94102 -0.86589  0.1995
C: -2.42588 -3.15167 1.50941  -0.6831
C: -1.23941 -3.90856 -1.20077  -0.6825
H: -3.05920 -2.62077 2.21675  0.2613
H: -1.68353 -3.74758 2.03617  0.2423
H: -3.01520 -3.76725 0.83723  0.2339
H: -0.46547 -4.04500 -1.95347  0.2636
H: -2.22303 -4.00999 -1.65572  0.2445
H: -1.11890 -4.58540 -0.36694  0.2263
H: -1.58254 0.47662 2.42555  0.5317
H: 0.23557 -0.87942 -2.98990  0.5302
C: -1.32175 1.01543 -4.41825  -0.2611
H: -0.77452 1.69979 -3.74615  0.2017
H: -1.70280 0.14829 -3.84023  0.1502
H: -2.17625 1.56031 -4.88363  0.1682
O: -2.46750 1.33284 -0.51895  -0.9635
H: -2.52889 0.48400 0.00209  0.4625
H: -1.84968 1.89777 0.02527  0.5024
C: 1.36712 -0.92325 4.20428  -0.5964
C: 2.44806 -1.17417 3.16933  -0.5179
C: 1.90575 -0.97985 1.84073  0.4045
N: 1.46753 -0.77548 0.80309  -0.4358
H: 0.96288 0.08876 4.09750  0.2399
H: 1.75513 -1.03135 5.21586  0.2214
H: 0.53777 -1.62627 4.07428  0.2159
H: 3.27798 -0.47128 3.27659  0.2584
H: 2.83848 -2.19286 3.22375  0.2489

Entry 3:
Formula: C12H25ClN3O3
Source: OMol25
Level of theory: wB97M-V/def2-TZVPD

Output
**E_LUMO**: -3.2 eV
**Strongest force on any atom**: 0.78 eV/A
**Charge**: +1
**Gap between HOMO and LUMO**: 9.089 eV
**Energy**: -1322.11305 hartree
**Molecular weight**: 294.8 Da

Last column: natural (NBO) charge in e.
CARTESIAN COORDINATES (ANGSTROEM)
C: 2.42426 -1.52467 2.01446  -0.6234
C: 3.04618 -0.25674 1.39591  -0.2220
N: 2.03148 0.72358 0.98410  -0.4874
C: 1.30357 1.29188 2.13967  -0.2257
C: -0.10466 1.83752 1.88310  -0.4085
C: -1.12899 0.91833 1.21648  -0.2590
C: -0.79770 0.62768 -0.23876  -0.2372
N: -1.96622 -0.09473 -0.83742  -0.5047
C: -2.02144 -1.46628 -0.27441  -0.2232
C: -2.19872 -1.45651 1.24422  -0.4547
C: -1.44438 -0.35424 2.01347  -0.1696
Cl: -2.50655 0.15142 3.38858  -0.0451
C: 2.43608 1.69541 0.05829  0.7129
C: 3.86260 1.73252 -0.42762  -0.7231
O: 1.63048 2.50948 -0.35323  -0.6146
H: 1.34278 -1.47146 1.99755  0.1918
H: 2.74976 -2.39930 1.46071  0.2243
H: 2.78018 -1.65951 3.03075  0.2279
H: 3.74521 0.19180 2.10702  0.1877
H: 3.63356 -0.56627 0.54238  0.2119
H: 1.88063 2.13274 2.53491  0.2088
H: 1.27194 0.55984 2.94002  0.2098
H: -0.06350 2.76266 1.32152  0.2470
H: -0.51086 2.09723 2.86124  0.2373
H: -2.06882 1.47775 1.20309  0.2226
H: -0.54932 1.52870 -0.78525  0.2683
H: 0.03576 -0.06253 -0.29300  0.2283
H: -2.84058 0.41060 -0.68650  0.4343
H: -1.84289 -0.15341 -1.85272  0.4601
H: -1.11070 -1.98366 -0.55861  0.2177
H: -2.84939 -1.99786 -0.73561  0.2379
H: -1.84830 -2.42209 1.59866  0.2498
H: -3.25656 -1.41159 1.47518  0.2450
H: -0.56432 -0.74268 2.50733  0.2264
H: 4.07713 0.81323 -0.96918  0.2326
H: 3.93673 2.54541 -1.13615  0.2545
H: 4.56794 1.84070 0.39010  0.2399
C: -1.90688 -1.27051 -5.09406  -0.4874
N: -3.10619 -0.92939 -4.27766  0.5441
O: -2.99728 -0.06238 -3.41049  -0.4692
O: -4.12719 -1.50662 -4.53021  -0.2986
H: -1.07527 -0.65961 -4.76388  0.2283
H: -1.71239 -2.32965 -4.95349  0.2454
H: -2.15719 -1.06678 -6.13047  0.2592

Entry 4:
Formula: C12H25ClO7
Source: OMol25
Level of theory: wB97M-V/def2-TZVPD

Output
**E_LUMO**: 0.5 eV
**Strongest force on any atom**: 0.79 eV/A
**Gap between HOMO and LUMO**: 9.570 eV
**Energy**: -1458.99417 hartree
**Molecular weight**: 316.8 Da

Last column: natural (NBO) charge in e.
CARTESIAN COORDINATES (ANGSTROEM)
O: 5.94177 -2.45183 1.03631  -0.5267
C: 5.41140 -2.00549 0.05923  0.6435
O: 5.06833 -0.70073 -0.05649  -0.5343
C: 3.67256 -0.40304 -0.19827  -0.0699
C: 2.76815 -1.05330 0.84679  -0.5751
C: 1.82338 -2.12574 0.37993  0.5727
O: 0.74572 -2.31048 0.84137  -0.4939
Cl: 2.37501 -3.16874 -0.94819  -0.0823
H: 5.16544 -2.63694 -0.80163  0.1173
H: 3.60472 0.67291 -0.08139  0.2129
H: 3.33366 -0.63973 -1.20695  0.1948
H: 2.09254 -0.29451 1.24065  0.2621
H: 3.34421 -1.43137 1.69176  0.2758
C: 0.59011 3.02212 -1.70356  -0.2550
O: 1.04633 2.70171 -0.40060  -0.5572
C: 2.13877 3.49395 0.03571  -0.0865
C: 1.71016 4.60440 0.96768  -0.0884
O: 0.90261 5.56360 0.31012  -0.5494
C: -0.48352 5.40783 0.55520  -0.2545
H: -0.37298 2.53415 -1.84035  0.1950
H: 0.46582 4.09933 -1.83182  0.1818
H: 1.28567 2.64741 -2.46245  0.1663
H: 2.68104 3.90904 -0.81931  0.1778
H: 2.81826 2.82801 0.57878  0.1729
H: 2.60326 5.12178 1.33099  0.1871
H: 1.18544 4.18641 1.83250  0.1742
H: -0.74013 5.75048 1.56326  0.1688
H: -0.80037 4.36903 0.43722  0.1779
H: -1.01289 6.02405 -0.16904  0.1920
C: -4.71699 -1.32846 -0.43380  -0.2530
O: -3.38683 -1.70143 -0.73460  -0.5538
C: -2.65035 -2.14743 0.39620  -0.0922
C: -2.56778 -3.65409 0.46219  -0.0879
O: -3.83859 -4.25086 0.67490  -0.5530
C: -4.42903 -4.76351 -0.50337  -0.2532
H: -5.25236 -1.23456 -1.37740  0.1878
H: -5.21684 -2.07769 0.18469  0.1787
H: -4.74385 -0.36199 0.08243  0.1643
H: -3.09067 -1.75430 1.31800  0.1706
H: -1.63890 -1.74802 0.30578  0.1964
H: -1.92963 -3.93294 1.30501  0.1900
H: -2.10913 -4.04402 -0.45170  0.1733
H: -3.94127 -5.69582 -0.80941  0.1658
H: -4.37824 -4.04606 -1.32590  0.1777
H: -5.47400 -4.97312 -0.28047  0.1884